[1]
This record from the Open Molecules 2025 dataset describes a molecular structure, C28H57N5ReSi4. The level of theory is wB97M-V/def2-TZVPD.

Last column: Mulliken charge in e.
Positions of all 95 atoms, in Å:
Re: 0.24543 0.58007 0.75493  2.70
N: -0.79181 1.77673 2.33799  -0.66
C: -2.16871 1.40205 2.69245  -0.81
C: -2.84095 0.89979 1.43455  -0.20
N: -1.97855 -0.06506 0.72261  -0.19
C: -2.20313 -1.46413 1.14228  -0.30
C: -1.20911 -1.84169 2.22643  -0.59
N: 0.10304 -1.41272 1.73839  -0.88
H: -0.16811 1.72492 3.13315  -0.41
H: -0.76850 2.74101 2.03096  0.13
H: -2.73379 2.24754 3.09572  0.56
H: -2.13605 0.64281 3.47242  0.33
H: -3.01497 1.73664 0.76048  -0.17
H: -3.81743 0.45964 1.66019  0.55
H: -2.20630 0.01623 -0.26556  -0.44
H: -2.04477 -2.10886 0.28161  -0.38
H: -3.23400 -1.61473 1.47489  0.58
H: -1.25163 -2.91310 2.44252  0.58
H: -1.43159 -1.31184 3.14898  0.09
H: 0.37422 -2.01937 0.96369  0.25
H: 0.86461 -1.44025 2.41485  0.08
C: 2.85529 -0.90510 4.65992  -1.22
Si: 1.95886 0.61373 3.96595  0.30
C: 2.65669 2.22307 4.65972  -1.25
C: 0.30221 0.47104 4.89334  -1.42
N: 1.85978 0.57323 2.21137  0.38
C: 3.12906 0.53980 1.62422  1.10
C: 4.36396 0.63592 2.27933  -0.65
C: 5.56422 0.62902 1.58942  -1.40
C: 5.56771 0.53715 0.21157  -1.30
C: 4.35842 0.45420 -0.46128  -1.20
C: 3.13924 0.43390 0.21609  1.23
N: 1.86581 0.40404 -0.41443  1.17
Si: 1.97254 0.13519 -2.16904  0.31
C: 2.95953 1.46245 -3.10166  -1.63
C: 2.77238 -1.55359 -2.46250  -1.22
C: 0.34405 -0.02109 -3.07069  0.04
H: 2.66482 -0.98220 5.73272  0.40
H: 3.93072 -0.92265 4.51176  0.38
H: 2.46058 -1.81434 4.19638  0.36
H: 2.41126 2.30998 5.72060  0.39
H: 2.18907 3.06382 4.13968  0.29
H: 3.73235 2.34462 4.55409  0.39
H: 0.60803 0.22364 5.91241  0.52
H: -0.35703 -0.33326 4.56886  0.21
H: -0.28372 1.38811 4.97590  0.50
H: 4.41942 0.75645 3.34713  0.25
H: 6.49198 0.71678 2.14066  0.39
H: 6.49416 0.55122 -0.34678  0.42
H: 4.39097 0.43093 -1.53482  0.18
H: 3.92123 1.08659 -3.45448  0.56
H: 3.15863 2.32289 -2.46345  0.39
H: 2.41004 1.81507 -3.97543  0.48
H: 3.85691 -1.56938 -2.38254  0.41
H: 2.50377 -1.89489 -3.46571  0.34
H: 2.38495 -2.28733 -1.75290  0.14
H: -0.32820 0.81768 -2.94567  0.09
H: -0.18198 -0.94630 -2.83627  -0.88
H: 0.61112 -0.06183 -4.13212  0.57
C: 0.33671 3.35642 -2.04071  -1.47
Si: -0.67071 2.47554 -0.68964  -0.06
C: -1.08933 4.04454 0.36125  -1.89
C: -2.38407 2.15345 -1.57684  0.28
C: -3.34294 3.17756 -1.58545  -0.25
C: -4.59609 3.02439 -2.16234  -0.76
C: -4.94843 1.82318 -2.75917  -0.62
C: -4.02678 0.78981 -2.77706  -1.11
C: -2.77493 0.96035 -2.19878  0.71
H: -0.23134 4.22944 -2.37448  0.42
H: 0.55691 2.75678 -2.91872  0.49
H: 1.28550 3.71192 -1.63525  0.31
H: -1.30075 4.89725 -0.28599  0.51
H: -0.20749 4.32319 0.94872  0.43
H: -1.94117 3.95989 1.04423  0.45
H: -3.11060 4.13206 -1.13171  0.24
H: -5.29937 3.84810 -2.14367  0.42
H: -5.92601 1.69597 -3.20628  0.37
H: -4.27756 -0.15331 -3.24811  0.45
H: -2.08420 0.12393 -2.24280  0.36
C: -0.65960 -5.77570 -2.84197  -1.02
Si: -1.46491 -4.13632 -2.43341  -0.07
C: -3.08137 -4.42425 -1.51469  -1.06
C: -1.84292 -3.17955 -4.00396  -0.80
C: -0.31347 -3.14448 -1.37057  -0.72
H: -1.28611 -6.35569 -3.52171  0.31
H: -0.49441 -6.37601 -1.94639  0.33
H: 0.30649 -5.62528 -3.32616  0.30
H: -3.76862 -5.00092 -2.13694  0.36
H: -3.57592 -3.48194 -1.26931  0.30
H: -2.92778 -4.97488 -0.58559  0.33
H: -2.63155 -3.69227 -4.55969  0.39
H: -0.96785 -3.10301 -4.65031  0.29
H: -2.18542 -2.16450 -3.79499  0.15
H: 0.69686 -3.46501 -1.13979  0.54
H: -0.51751 -2.11483 -1.08656  0.31

Forces on the atoms, in the same order (eV/Å):
-0.5 -0.1 0.1
0.2 0.1 -0.1
0.1 0.0 0.0
-0.2 0.1 0.0
0.1 0.0 0.1
0.0 0.0 0.0
0.0 0.0 0.0
0.2 -0.3 -0.1
-0.2 0.0 0.1
-0.1 -0.1 0.0
0.0 0.0 0.0
0.0 -0.1 0.0
0.0 0.0 0.0
0.0 0.0 0.0
0.0 0.0 0.0
0.0 0.0 -0.1
0.0 0.0 0.0
0.0 0.0 -0.1
0.0 0.0 0.0
0.1 0.0 0.1
-0.2 0.0 0.2
-0.1 0.1 0.0
-0.1 -0.1 -0.1
-0.1 -0.1 0.0
0.0 0.0 -0.1
0.4 0.3 0.3
-0.2 -0.1 -0.4
0.0 0.0 0.0
0.1 0.0 0.0
0.0 0.0 0.0
0.0 0.0 0.1
0.0 0.0 0.1
0.2 0.2 -0.3
0.0 0.0 0.0
-0.1 0.0 0.1
0.0 0.1 0.0
0.1 0.0 0.0
0.0 0.0 0.0
0.1 0.0 0.0
0.0 0.0 0.0
0.0 0.0 0.0
0.0 0.0 0.0
0.0 0.0 0.0
0.0 0.0 0.0
0.0 0.0 0.0
0.0 0.0 0.0
0.0 0.0 0.1
0.0 0.0 0.0
0.0 0.0 0.0
0.0 -0.1 -0.1
0.0 0.0 0.0
0.0 0.0 0.0
0.0 0.0 0.0
0.1 0.0 0.0
0.0 0.0 0.0
0.0 0.0 0.0
0.0 0.1 0.0
0.0 0.0 0.0
0.0 0.0 0.0
-0.1 0.0 0.0
0.1 0.1 -0.1
0.0 -0.1 0.0
0.0 0.1 0.1
0.0 0.0 0.0
0.0 0.0 0.0
0.0 0.0 0.0
0.0 0.0 0.0
0.1 -0.1 0.1
0.0 0.0 0.0
0.0 0.0 0.0
0.0 0.0 0.0
0.0 0.0 0.0
0.0 0.0 0.0
0.0 0.0 0.0
0.0 0.0 0.0
0.0 0.0 0.0
0.0 0.0 0.0
0.0 0.0 0.0
0.0 0.0 0.0
0.0 0.1 0.0
0.0 0.0 0.0
0.0 0.0 0.0
0.0 -0.1 0.0
0.0 0.0 -0.1
0.0 0.0 0.0
0.0 0.0 0.0
0.0 0.0 0.0
0.0 0.0 0.0
0.0 0.0 0.0
0.0 0.0 0.0
0.0 0.0 0.0
0.0 0.0 0.0
0.0 0.0 0.0
0.0 0.0 0.1
0.1 0.0 0.0

F_max in eV/A: 0.59
Relative energy (zero: lowest compared OMol25 entry of this formula, charge and spin) in kJ/mol: 199.45
HOMO (spin up / spin down) in eV: -5.958 / -5.949
E_LUMO (spin up / spin down) in eV: 0.36 / -0.75
Kohn-Sham gap (spin up / spin down) in eV: 6.32 / 5.20
2S+1: 2
⟨S²⟩: 0.75


[2]
This record from the Open Molecules 2025 dataset describes 2 unconnected molecules or ions with the total composition C22H32ClFN3O4 at a distorted geometry. The level of theory is wB97M-V/def2-TZVPD.

Last column: Mulliken charge in e.
Positions of all 63 atoms, in Å:
Cl: 0.86135 -0.00122 -6.13802  -0.10
C: 1.66945 0.88327 -4.80262  -0.47
N: 0.90484 0.81137 -3.52748  -0.05
C: -0.50755 1.45532 -3.66818  -0.70
C: -1.19908 1.39856 -2.35310  -0.50
N: -0.27935 0.80410 -1.40347  0.12
F: -1.04219 0.09484 1.37872  -0.10
C: 0.94416 1.55836 -1.18742  -0.14
C: 1.68788 1.60284 -2.48671  -0.75
C: 0.03322 -0.59544 -1.71028  -0.18
C: 0.76588 -0.64562 -3.00815  -0.70
H: 2.66699 0.42893 -4.63603  0.39
H: 1.75769 1.95146 -5.08498  0.40
H: -0.32034 2.49425 -3.98200  0.40
H: -1.03047 0.89035 -4.45321  0.38
H: -1.48355 2.39091 -1.99124  0.28
H: -2.10247 0.77850 -2.39357  0.42
H: 0.69859 2.56233 -0.82515  0.53
H: 1.53266 1.04243 -0.42241  -0.23
H: 2.67340 1.11637 -2.41395  0.44
H: 1.78356 2.62488 -2.88465  0.33
H: 0.64925 -1.00189 -0.90465  -0.23
H: -0.89694 -1.16928 -1.76729  0.59
H: 0.24643 -1.21410 -3.79777  0.34
H: 1.80173 -1.01429 -2.89467  0.41
C: 4.19851 -2.81484 -0.03113  -0.82
N: 3.43960 -3.14096 1.16475  0.10
C: 3.79002 -4.40820 1.76920  -1.22
C: 2.36620 -2.41534 1.64240  0.52
C: 1.26381 -3.05720 2.25819  -0.49
C: 0.24048 -2.32643 2.86073  -0.73
C: 0.30360 -0.92493 2.99824  0.34
C: -0.90956 -0.15068 3.58817  -1.89
C: -1.77104 0.51517 2.39571  1.38
C: -1.63548 2.06263 2.16902  0.42
O: -0.63045 2.64337 2.51528  -0.56
O: -2.50030 2.67183 1.28839  -0.32
C: -3.85020 2.14709 1.25068  1.27
C: -4.45183 2.22091 2.63450  -1.26
C: -4.62558 2.88736 0.13425  -1.54
O: -3.75267 0.74694 0.86832  -0.36
C: -3.11347 -0.06522 1.79806  0.29
O: -3.36285 -1.24957 1.86188  -0.55
C: 1.37618 -0.28631 2.31409  -0.25
C: 2.33524 -0.99482 1.60963  -0.69
H: 3.99506 -1.79326 -0.36637  0.18
H: 5.27990 -2.92131 0.16262  0.30
H: 3.96087 -3.51075 -0.85944  0.32
H: 3.55874 -4.38479 2.84035  0.40
H: 3.24428 -5.24759 1.31037  0.35
H: 4.86732 -4.59058 1.64374  0.33
H: 1.20247 -4.15094 2.21874  0.40
H: -0.70573 -2.82100 3.09447  0.34
H: -1.50812 -0.81190 4.22342  0.46
H: -0.61444 0.62053 4.30806  0.39
H: -3.79901 1.67750 3.32628  0.22
H: -4.53742 3.25829 2.96148  0.41
H: -5.44589 1.76756 2.63973  0.39
H: -4.11438 2.78834 -0.82319  0.29
H: -5.64637 2.50768 0.00103  0.38
H: -4.74184 3.95980 0.32927  0.37
H: 1.37030 0.80246 2.20951  0.47
H: 3.10891 -0.45809 1.04781  0.46

Forces on the atoms, in the same order (eV/Å):
0.4 0.4 0.6
0.2 0.0 -0.4
-0.6 -0.2 0.3
1.1 0.1 -1.8
-0.1 -0.4 1.4
-0.5 -0.6 1.7
1.8 -0.5 -4.3
-1.0 -0.2 0.7
0.9 0.2 -1.3
-0.9 0.7 1.0
1.0 0.3 -1.8
-0.7 0.3 -0.1
0.0 -0.7 0.1
0.0 -0.4 -0.2
0.3 0.3 0.1
0.0 -0.1 -0.1
0.2 0.2 0.0
0.0 -0.2 0.0
-0.2 0.1 0.0
-0.2 0.3 -0.2
0.2 -0.4 0.0
-0.2 0.0 0.1
0.1 0.1 0.1
0.4 0.3 0.3
-0.4 0.1 -0.3
-0.1 -0.1 0.1
0.6 0.0 -0.2
-0.3 -0.2 0.0
-0.6 0.4 0.5
0.5 -0.1 -0.3
-0.2 0.9 -0.1
0.0 -0.3 -0.5
-0.5 0.3 0.5
-0.9 0.4 1.4
1.3 0.9 0.2
-1.4 -0.7 -0.3
-0.1 -0.4 0.7
0.2 -0.4 -0.6
-0.3 0.2 0.0
0.1 -0.1 0.3
0.2 0.0 1.1
-0.4 -1.7 0.1
0.2 2.1 0.1
-0.8 0.0 0.1
0.2 -0.4 0.0
0.1 -0.2 0.1
-0.4 0.2 0.0
0.0 0.2 0.2
0.1 0.0 -0.2
0.2 0.0 0.1
-0.3 0.1 0.0
0.0 0.5 0.0
0.4 0.0 0.4
-0.1 -0.2 -0.5
0.2 0.1 -0.5
-0.3 0.1 0.1
0.1 -0.1 0.0
0.2 0.0 0.0
0.1 -0.1 0.1
0.4 -0.3 0.3
0.3 -0.3 0.3
0.1 -0.3 0.4
-0.2 -0.1 0.4

F_max in eV/A: 4.66
Relative energy (zero: lowest compared OMol25 entry of this formula, charge and spin) in kJ/mol: 13.57
HOMO in eV: -9.660
E_LUMO in eV: -2.46
Kohn-Sham gap in eV: 7.20
Charge: +1


Question: Among the records above, which one has the lowest F_max?
Answer: C28H57N5ReSi4


Question: The lowest relative energy (zero: lowest compared OMol25 entry of this formula, charge and spin) belongs to which entry?
Answer: C22H32ClFN3O4